No. 1
Below is a structure of composition C37H35BaCl2N3PS, with properties calculated with the ωB97M-V functional and the def2-TZVPD basis.

CARTESIAN COORDINATES (ANGSTROEM)
Ba: 0.736 -0.845 -0.984
C: -7.132 -0.391 0.461
C: -6.576 0.633 -0.294
C: -5.220 0.635 -0.586
C: -4.398 -0.391 -0.126
C: -4.967 -1.412 0.636
C: -6.323 -1.418 0.925
P: -2.596 -0.545 -0.491
C: -2.195 1.217 -0.841
C: -2.140 1.757 -2.123
C: -1.893 3.111 -2.302
C: -1.680 3.933 -1.206
C: -1.709 3.398 0.076
C: -1.960 2.047 0.255
C: -2.543 -1.326 -2.141
C: -3.681 -1.707 -2.852
C: -3.536 -2.341 -4.077
C: -2.262 -2.582 -4.574
C: -1.146 -2.195 -3.839
C: -1.226 -1.566 -2.587
H: -8.190 -0.383 0.692
H: -7.207 1.433 -0.661
H: -4.801 1.439 -1.177
H: -4.331 -2.213 0.998
H: -6.751 -2.220 1.515
H: -2.271 1.111 -2.982
H: -1.850 3.526 -3.301
H: -1.468 4.985 -1.352
H: -1.519 4.037 0.930
H: -1.984 1.625 1.255
H: -4.676 -1.520 -2.463
H: -4.411 -2.649 -4.638
H: -2.145 -3.079 -5.532
H: -0.164 -2.410 -4.264
Cl: 3.866 -1.978 -1.162
C: 4.044 -3.614 -0.596
C: 5.153 -4.304 -1.053
C: 5.383 -5.602 -0.640
C: 4.489 -6.199 0.237
C: 3.387 -5.499 0.683
Cl: 2.317 -6.313 1.779
C: 3.094 -4.163 0.293
S: 1.716 -3.329 0.885
H: 5.835 -3.814 -1.736
H: 6.248 -6.149 -0.993
H: 4.646 -7.213 0.579
C: 2.712 -0.678 5.836
C: 1.889 0.475 5.259
N: 2.196 0.753 3.867
C: 3.355 1.591 3.611
C: 2.984 3.051 3.350
C: 1.483 0.225 2.822
C: 0.332 -0.686 3.162
N: 1.723 0.446 1.583
H: 2.432 -0.864 6.875
H: 3.777 -0.447 5.803
H: 2.546 -1.589 5.260
H: 2.082 1.385 5.834
H: 0.828 0.258 5.361
H: 3.917 1.184 2.768
H: 4.007 1.528 4.483
H: 2.333 3.135 2.481
H: 3.881 3.646 3.171
H: 2.457 3.467 4.210
H: -0.505 -0.119 3.573
H: 0.625 -1.455 3.875
H: 0.008 -1.178 2.250
H: 2.512 1.059 1.403
N: 1.337 6.352 -4.594
C: 1.362 5.309 -4.104
C: 1.383 4.023 -3.489
C: 1.128 2.870 -4.237
C: 1.126 1.634 -3.612
C: 1.365 1.450 -2.235
C: 1.624 2.643 -1.535
C: 1.640 3.898 -2.122
H: 0.931 2.963 -5.300
H: 0.914 0.765 -4.233
H: 1.813 2.597 -0.461
H: 1.840 4.791 -1.539

**E**: -3280.6768 hartree
**Energy relative to the best compared isomer or geometry (same formula, charge and spin)**: 0.6328 eV
**Charge**: -1
**LUMO**: 2.164 eV
**Orbital gap**: 6.8 eV



No. 2
Below is a cluster of 2 separate species, C4H15N6 in total, with properties calculated with the ωB97M-V functional and the def2-TZVPD basis.

CARTESIAN COORDINATES (ANGSTROEM)
C: 2.333 -2.476 0.576
C: -1.655 0.845 1.352
C: -3.588 0.265 -0.559
C: 1.768 0.633 -1.267
N: -2.018 -1.347 -1.360
N: 3.012 1.350 -1.311
N: 2.419 -0.936 0.502
N: -1.345 0.016 0.269
N: 1.533 -0.211 -0.289
N: -2.244 -0.413 -0.641
H: 2.011 -2.655 1.571
H: 1.684 -2.944 -0.243
H: 3.364 -2.813 0.458
H: -2.423 1.689 1.112
H: -1.978 0.148 2.192
H: -0.753 1.398 1.708
H: -4.308 -0.289 -1.184
H: -3.626 1.235 -1.016
H: -3.925 0.252 0.443
H: -0.464 -0.413 0.232
H: 1.089 0.841 -2.025
H: -1.110 -1.856 -1.195
H: 3.293 2.204 -1.777
H: 3.572 1.101 -0.414
H: 3.306 -0.691 0.138

**E**: -489.5137 hartree
**Energy relative to the best compared isomer or geometry (same formula, charge and spin)**: 3.7327 eV
**Charge**: +1
**LUMO**: -4.170 eV
**Orbital gap**: 7.1 eV



No. 3
Below is a structure of composition C7H9Cl2IrLaNO4, with properties calculated with the ωB97M-V functional and the def2-TZVPD basis.

CARTESIAN COORDINATES (ANGSTROEM)
Ir: -2.998 2.490 -4.058
La: -1.648 -1.156 -0.906
Cl: -1.240 2.657 -5.525
Cl: -1.263 -3.613 -1.221
C: -3.232 -0.997 0.767
C: -2.330 3.914 -3.083
C: -4.393 1.520 -3.304
O: -4.012 -0.897 1.625
O: -1.775 4.656 -2.364
O: -5.122 0.768 -2.766
C: 3.127 -0.847 2.138
N: 2.073 -0.915 1.115
C: 2.305 -1.759 -0.081
C: 0.922 -0.296 1.241
C: 0.618 0.687 2.289
O: -0.008 -0.590 0.370
H: 3.949 -1.490 1.818
H: 2.762 -1.220 3.106
H: 3.519 0.172 2.271
H: 1.491 -2.503 -0.197
H: 2.381 -1.137 -0.995
H: 3.260 -2.274 0.081
H: 0.516 1.685 1.845
H: -0.313 0.413 2.796
H: 1.411 0.732 3.040

**E**: -1682.3181 hartree
**Energy relative to the best compared isomer or geometry (same formula, charge and spin)**: 0.0000 eV
**Charge**: +4
**LUMO (alpha / beta)**: -15.165 / -18.987 eV
**Orbital gap (alpha / beta)**: 6.4 / 4.2 eV
**Expectation value of S²**: 6.02
**Multiplicity**: 5



No. 4
Below is a cluster of 2 separate species, C2H10NO in total, with properties calculated with the ωB97M-V functional and the def2-TZVPD basis.

CARTESIAN COORDINATES (ANGSTROEM)
O: 1.078 -1.748 -1.377
H: 1.969 -1.374 -1.336
H: -1.888 -0.152 -0.921
H: 1.189 -2.699 -1.501
C: 0.497 1.124 1.102
C: -0.810 0.411 0.801
N: -0.922 0.042 -0.651
H: 1.313 0.433 1.275
H: 0.775 1.799 0.292
H: 0.361 1.700 2.007
H: -0.932 -0.522 1.347
H: -1.681 1.000 1.067
H: -0.600 0.789 -1.264
H: -0.350 -0.803 -0.842

**E**: -211.9584 hartree
**Energy relative to the best compared isomer or geometry (same formula, charge and spin)**: 0.0000 eV
**Charge**: +1
**LUMO**: -3.365 eV
**Orbital gap**: 13.2 eV



No. 5
Below is a structure of composition C58H35BrCaI4N6O2, with properties calculated with the ωB97M-V functional and the def2-TZVPD basis.

CARTESIAN COORDINATES (ANGSTROEM)
Ca: 0.216 -0.358 0.082
I: 3.930 0.594 9.459
C: 3.073 0.318 7.581
C: 2.793 -0.965 7.134
C: 2.223 -1.140 5.882
C: 1.929 -0.053 5.060
C: 2.220 1.225 5.533
C: 2.782 1.417 6.787
C: 1.348 -0.248 3.705
C: 0.045 0.095 3.440
C: -0.918 0.521 4.473
C: -2.118 0.614 3.890
C: -1.952 0.279 2.457
C: -3.011 0.234 1.561
C: -4.360 0.602 2.091
C: -4.689 1.935 2.329
C: -5.934 2.295 2.824
C: -6.875 1.309 3.080
I: -8.751 1.835 3.820
C: -6.576 -0.025 2.846
C: -5.324 -0.367 2.356
C: -2.993 -0.129 0.151
N: -1.915 -0.429 -0.564
C: -2.301 -0.719 -1.876
C: -1.477 -1.088 -2.927
C: -2.176 -1.285 -4.236
C: -2.491 -0.193 -5.036
C: -3.134 -0.368 -6.253
C: -3.464 -1.648 -6.671
I: -4.432 -1.921 -8.496
C: -3.156 -2.749 -5.885
C: -2.510 -2.561 -4.673
C: -0.053 -1.322 -3.000
C: 0.678 -1.657 -4.167
C: 1.999 -1.822 -3.780
C: 2.045 -1.561 -2.394
N: 0.812 -1.272 -1.940
C: 3.209 -1.802 -1.493
C: 3.612 -1.180 -0.357
C: 4.322 -1.934 0.760
C: 3.623 -1.602 2.856
C: 2.243 -0.874 2.699
N: 2.117 -0.472 1.312
C: 3.946 -3.048 -1.872
C: 3.267 -4.260 -1.973
C: 3.941 -5.425 -2.299
C: 5.306 -5.377 -2.552
I: 6.322 -7.124 -3.056
C: 5.995 -4.176 -2.482
C: 5.310 -3.018 -2.140
C: -3.738 -0.567 -1.935
C: -4.167 -0.204 -0.700
N: -0.631 0.010 2.238
H: 3.009 -1.820 7.759
H: 1.986 -2.142 5.542
H: 1.994 2.080 4.908
H: 2.994 2.418 7.140
H: -0.681 0.678 5.514
H: -3.054 0.865 4.364
H: -3.953 2.702 2.123
H: -6.168 3.336 3.006
H: -7.310 -0.792 3.050
H: -5.088 -1.410 2.178
H: -2.231 0.803 -4.702
H: -3.375 0.488 -6.868
H: -3.417 -3.745 -6.214
H: -2.262 -3.416 -4.056
H: 0.278 -1.762 -5.163
H: 2.832 -2.104 -4.405
H: 5.084 -2.618 0.410
H: 3.857 -1.952 3.855
H: 2.198 -4.282 -1.797
H: 3.407 -6.363 -2.365
H: 7.054 -4.141 -2.696
H: 5.840 -2.075 -2.083
H: -4.346 -0.722 -2.812
H: -5.182 -0.008 -0.397
C: 0.000 -3.152 2.098
O: 0.753 -2.422 1.115
C: 1.922 -1.867 1.582
C: 3.256 -2.573 1.705
C: 4.811 -1.079 1.989
Br: 6.491 -1.775 2.679
C: 4.921 0.379 1.777
C: 4.096 0.955 0.909
C: 3.033 0.072 0.254
O: 2.216 0.798 -0.622
C: 4.166 2.393 0.634
N: 3.230 3.082 0.033
C: 3.688 4.388 -0.017
C: 3.094 5.530 -0.551
C: 3.792 6.715 -0.455
C: 5.054 6.775 0.158
C: 5.655 5.653 0.693
C: 4.944 4.462 0.592
N: 5.222 3.174 1.009
H: 0.500 -4.098 2.316
H: -0.974 -3.343 1.654
H: -0.117 -2.552 2.999
H: 3.248 -3.649 1.846
H: 5.649 0.936 2.354
H: 2.406 1.770 -0.544
H: 2.122 5.477 -1.022
H: 3.362 7.621 -0.859
H: 5.567 7.726 0.214
H: 6.625 5.704 1.169
H: 6.070 2.852 1.440

**E**: -7152.6698 hartree
**Energy relative to the best compared isomer or geometry (same formula, charge and spin)**: 3.7690 eV
**LUMO**: -0.794 eV
**Orbital gap**: 5.6 eV



No. 6
Below is a structure of composition C4H6O2Yb, with properties calculated with the ωB97M-V functional and the def2-TZVPD basis.

CARTESIAN COORDINATES (ANGSTROEM)
O: -0.457 -0.258 0.350
C: -0.986 -0.510 -0.746
O: -0.420 -0.833 -1.875
C: 0.932 0.261 0.439
C: 1.332 0.266 1.886
H: 1.542 -0.415 -0.170
H: 0.922 1.262 -0.004
H: 1.375 -0.754 2.289
H: 2.335 0.708 1.953
H: 0.646 0.875 2.488
Yb: -3.907 -1.495 -2.069
C: -1.744 -0.060 -2.084
H: -1.568 0.954 -2.458

**E**: -1463.7134 hartree
**Energy relative to the best compared isomer or geometry (same formula, charge and spin)**: 3.7080 eV
**Charge**: +3
**LUMO (alpha / beta)**: -15.082 / -17.823 eV
**Orbital gap (alpha / beta)**: 7.5 / 4.7 eV
**Expectation value of S²**: 0.76
**Multiplicity**: 2



No. 7
Below is a cluster of 7 separate species, C4H20NO7S in total, with properties calculated with the ωB97M-V functional and the def2-TZVPD basis.

CARTESIAN COORDINATES (ANGSTROEM)
C: 0.578 -1.201 0.365
N: 0.361 -2.269 1.298
C: 0.071 -1.858 2.623
O: 0.567 -2.382 3.597
C: 1.842 -0.362 0.435
C: 2.314 0.257 -0.871
S: 0.926 1.230 -1.651
H: 0.484 -1.585 -0.760
H: -0.318 -0.517 0.302
H: 1.115 -2.966 1.339
H: -0.706 -1.105 2.770
H: 1.731 0.450 1.219
H: 2.677 -1.059 0.588
H: 3.107 1.042 -0.674
H: 2.878 -0.494 -1.493
H: -1.193 3.472 -0.034
H: -0.410 3.120 -1.297
O: -1.149 3.667 -0.975
H: 0.814 -1.334 -3.443
H: 2.182 -0.727 -2.951
O: 1.678 -1.668 -3.168
H: -3.197 -2.160 1.772
H: -2.000 -1.413 0.946
O: -2.593 -1.428 1.699
H: -0.965 0.308 -2.026
H: -1.757 -0.747 -2.696
O: -1.777 -0.255 -1.865
H: -2.661 1.642 -1.928
H: -3.074 2.775 -0.966
O: -3.420 2.059 -1.517
H: 0.926 1.167 2.145
H: 1.509 1.682 3.526
O: 0.786 1.757 2.903

**E**: -1144.0492 hartree
**Energy relative to the best compared isomer or geometry (same formula, charge and spin)**: 2.0884 eV
**Charge**: -1
**LUMO**: 3.112 eV
**Orbital gap**: 7.5 eV



No. 8
Below is the ion C5H8N with charge +1, with properties calculated with the ωB97M-V functional and the def2-TZVPD basis.

CARTESIAN COORDINATES (ANGSTROEM)
C: -1.669 0.574 -0.181
C: -0.615 1.513 0.024
C: -1.560 -1.017 0.263
C: 0.098 0.248 0.413
C: 1.091 -0.321 -0.528
N: -2.603 -0.193 -0.336
H: -0.257 2.016 -0.875
H: -0.827 2.234 0.814
H: -1.142 -1.778 -0.384
H: -1.754 -1.292 1.290
H: 0.275 0.085 1.468
H: 0.749 -0.286 -1.559
H: 1.372 -1.339 -0.267
H: 1.995 0.291 -0.461

**E**: -249.6686 hartree
**Energy relative to the best compared isomer or geometry (same formula, charge and spin)**: 4.2606 eV
**Charge**: +1
**LUMO**: -4.182 eV
**Orbital gap**: 11.6 eV